# C31H38AsO3S2Sr

A molecular structure, C31H38AsO3S2Sr at a distorted geometry (wB97M-V/def2-TZVPD, the Open Molecules 2025 dataset).

Output
Net charge   +1
E_HOMO   -10.19 eV
Kohn-Sham gap   5.3018 eV
Relative energy (zero: lowest compared OMol25 entry of this formula, charge and spin)   190.2 kcal/mol

Last column: Löwdin charge in e.
Atoms and positions in Å:
Sr: 0.98588 0.28886 -0.56321  1.325
O: -1.19107 2.11407 0.29180  -0.582
S: -2.66155 2.10129 0.24021  1.019
C: -3.35347 0.88004 1.35038  -0.387
C: -2.60989 -0.15706 1.88863  -0.057
C: -3.27564 -1.06027 2.71666  -0.051
C: -4.62537 -0.90651 3.00172  -0.057
C: -5.33885 0.15559 2.46941  -0.064
C: -4.69889 1.06082 1.64294  -0.086
C: -2.99121 1.32796 -1.32385  -0.379
C: -2.94752 -0.04878 -1.48696  -0.031
C: -2.86710 -0.58212 -2.77358  -0.033
C: -2.73910 0.25683 -3.86474  -0.061
C: -2.74300 1.62988 -3.69675  -0.106
C: -2.90951 2.17077 -2.43925  -0.169
H: -1.54345 -0.27286 1.67286  0.094
H: -2.73667 -1.88913 3.14743  0.098
H: -5.11949 -1.61490 3.65313  0.113
H: -6.38667 0.28381 2.70425  0.113
H: -5.24158 1.90066 1.22390  0.113
H: -2.86963 -0.69714 -0.62681  0.121
H: -2.82183 -1.65510 -2.90142  0.126
H: -2.57148 -0.16183 -4.84999  0.122
H: -2.67764 2.28427 -4.56145  0.125
H: -2.98576 3.24706 -2.30334  0.113
C: 0.49313 -0.86133 3.73356  -0.033
C: 1.04690 -1.43961 2.44252  -0.737
C: 2.55687 -1.50589 2.46207  -0.052
C: 0.39493 -2.74022 2.00321  -0.031
O: 0.73861 -0.50741 1.41429  -0.543
H: 1.09685 -1.11879 4.60710  0.081
H: -0.51830 -1.19430 3.92875  0.054
H: 0.47283 0.22802 3.65265  0.087
H: 2.97375 -2.04053 3.31881  0.083
H: 2.94952 -0.48515 2.44950  0.081
H: 2.92000 -1.96446 1.53633  0.077
H: 0.87290 -3.63377 2.41490  0.086
H: 0.44250 -2.80726 0.91174  0.076
H: -0.66065 -2.76602 2.28686  0.061
C: -0.27776 4.07302 -1.82686  -0.270
As: -0.09459 2.21682 -2.24794  1.243
C: 0.67485 2.80147 -3.88075  -0.303
C: 2.09648 2.31069 -1.02631  -0.239
H: 0.61968 4.57239 -2.17757  0.048
H: -0.43101 4.22544 -0.76167  0.047
H: -1.10888 4.47643 -2.40977  0.053
H: 1.69968 3.12178 -3.66045  0.047
H: 0.10723 3.66661 -4.21843  0.052
H: 0.67773 2.05044 -4.66798  0.029
H: 2.25978 3.24175 -1.56771  0.084
H: 2.93363 2.34684 -0.30233  0.115
H: 1.20724 2.42599 -0.38763  0.019
O: 0.39801 -1.11381 -2.11369  -0.671
S: 1.08154 -0.20967 -3.11288  0.905
C: 2.52107 1.00910 -2.06146  -0.612
C: 3.38397 0.01648 -1.17671  -0.216
C: 4.51739 0.81564 -0.69257  -0.116
C: 4.98592 1.93565 -1.32325  -0.104
C: 4.53401 2.14909 -2.66058  -0.076
C: 3.41681 1.51369 -3.08800  -0.156
C: 2.22022 -1.33995 -3.82443  -0.416
C: 2.68836 -2.42151 -3.08779  -0.069
C: 3.52192 -3.33289 -3.71359  -0.036
C: 3.85539 -3.17423 -5.05750  -0.046
C: 3.32697 -2.12322 -5.79211  -0.057
C: 2.49132 -1.20588 -5.17494  -0.086
H: 3.81145 -0.63902 -1.94642  0.093
H: 5.00396 0.49177 0.22232  0.114
H: 5.79308 2.52154 -0.90664  0.110
H: 5.18230 2.65226 -3.36770  0.118
H: 3.22016 1.38046 -4.15011  0.111
H: 2.41423 -2.55132 -2.05030  0.118
H: 3.90879 -4.17294 -3.15402  0.118
H: 4.51759 -3.88552 -5.53197  0.115
H: 3.55246 -2.02574 -6.84510  0.114
H: 2.05133 -0.39886 -5.75156  0.112

Atoms 1-3, force components in eV/Å:
Sr -2.80 -3.25 8.02
O 1.97 -0.36 0.24
S -2.11 0.37 0.51

---

# C31H38AuN6OP

A molecular structure, C31H38AuN6OP (wB97M-V/def2-TZVPD, the Open Molecules 2025 dataset).

Output
Net charge   +2
E_HOMO   -14.23 eV
Kohn-Sham gap   7.5009 eV
Relative energy (zero: lowest compared OMol25 entry of this formula, charge and spin)   0.0 kcal/mol

Last column: Löwdin charge in e.
Atoms and positions in Å:
Au: 0.79455 0.17093 0.31460  1.178
C: 1.70946 2.84826 2.36685  -0.099
N: 1.11173 2.89171 1.04001  -0.072
C: -0.29473 3.26701 0.97724  -0.116
C: -1.16446 2.12718 1.43433  -0.258
N: -0.91518 0.83439 1.26243  -0.009
C: -1.89148 0.13449 1.96617  -0.242
C: -2.03865 -1.22911 2.20669  -0.027
C: -3.12420 -1.61624 2.96259  -0.043
C: -4.03894 -0.67901 3.47521  -0.045
C: -3.87953 0.67472 3.26901  0.017
C: -2.77534 1.05691 2.51508  -0.163
N: -2.27680 2.30085 2.16430  0.204
C: 1.93966 1.44744 2.86595  -0.260
N: 1.64429 0.31830 2.24811  0.018
C: 2.04005 -0.72695 3.07831  -0.217
C: 1.96891 -2.10540 2.90100  -0.014
C: 2.45166 -2.89138 3.92621  -0.049
C: 2.99003 -2.32625 5.09430  -0.046
C: 3.07019 -0.95985 5.27197  0.015
C: 2.58759 -0.17418 4.23215  -0.163
N: 2.50118 1.20054 4.06141  0.200
H: 2.66815 3.37266 2.36028  0.147
H: 1.07904 3.36487 3.10181  0.140
H: 1.66638 3.46280 0.41710  0.124
H: -0.52793 4.14780 1.58976  0.137
H: -0.53753 3.52012 -0.05404  0.114
H: -1.32961 -1.95093 1.82284  0.112
H: -3.27333 -2.66390 3.17545  0.119
H: -4.88118 -1.02893 4.05449  0.120
H: -4.56952 1.39738 3.67892  0.126
H: -2.68179 3.19247 2.40980  0.187
H: 1.57161 -2.53748 1.99306  0.097
H: 2.42505 -3.96645 3.82980  0.116
H: 3.35475 -2.97952 5.87342  0.119
H: 3.49254 -0.53069 6.16846  0.124
H: 2.84128 1.89735 4.70579  0.186
O: 4.68680 -0.12133 0.68483  0.176
C: 3.62610 -0.25759 0.23404  -0.464
N: 2.56102 -0.42586 -0.30039  -0.078
C: -0.12997 -2.38000 -3.76132  -0.064
C: 0.68552 -1.92070 -2.54845  -0.658
C: 0.38879 -2.84799 -1.36740  -0.097
C: 2.16857 -1.96089 -2.91569  -0.074
P: 0.09095 -0.21619 -2.00381  1.134
C: -1.71601 -0.29192 -2.15186  -0.351
C: -2.36743 -0.08499 -3.37499  -0.096
C: -3.74436 -0.18362 -3.45460  -0.039
C: -4.49829 -0.49571 -2.32874  -0.039
C: -3.86415 -0.72075 -1.11895  -0.043
C: -2.48367 -0.61692 -1.04014  -0.107
C: 0.68458 1.24369 -3.03849  -0.656
C: 2.06171 1.70998 -2.56514  -0.099
C: 0.80106 0.91849 -4.53270  -0.058
C: -0.32277 2.37602 -2.82180  -0.073
H: 0.23106 -3.37629 -4.01987  0.106
H: 0.02131 -1.74726 -4.63287  0.080
H: -1.19336 -2.46462 -3.55211  0.084
H: 0.63074 -3.87015 -1.65954  0.104
H: -0.66564 -2.82626 -1.08570  0.077
H: 1.00075 -2.59721 -0.49924  0.042
H: 2.45162 -3.00676 -3.04216  0.103
H: 2.80996 -1.53584 -2.14269  0.048
H: 2.36470 -1.45693 -3.85942  0.074
H: -1.81772 0.14286 -4.27306  0.092
H: -4.23225 -0.02181 -4.40471  0.121
H: -5.57269 -0.57686 -2.40594  0.120
H: -4.43236 -0.98144 -0.23680  0.114
H: -1.98979 -0.82431 -0.10503  0.040
H: 2.81001 0.92529 -2.61837  0.075
H: 2.03192 2.07737 -1.54205  0.043
H: 2.38147 2.52860 -3.21075  0.102
H: 1.59016 0.19900 -4.73415  0.077
H: 1.06418 1.84368 -5.04792  0.106
H: -0.12141 0.56086 -4.97714  0.065
H: -0.49396 2.55630 -1.76119  0.048
H: -1.28746 2.17793 -3.28250  0.079
H: 0.08241 3.28822 -3.26210  0.107

Atoms 1-3, force components in eV/Å:
Au -0.12 -0.12 0.18
C -0.14 -0.01 0.01
N 0.04 0.02 -0.11

---

# C31H38BF4N2P2PtSi2

A molecular structure, C31H38BF4N2P2PtSi2 at a distorted geometry (wB97M-V/def2-TZVPD, the Open Molecules 2025 dataset).

Output
Net charge   +1
E_HOMO (alpha / beta)   -11.96 / -11.90 eV
Kohn-Sham gap (alpha / beta)   9.1618 / 6.4737 eV
Spin multiplicity   5

Last column: Mulliken spin population.
Atoms and positions in Å:
Pt: 11.37625 8.98802 10.51986  1.489
C: 14.45310 7.34221 8.23147  -0.001
Si: 14.70699 8.65076 9.52187  -0.008
C: 15.34820 7.85596 11.08626  0.002
C: 16.13702 9.61995 8.82400  0.021
N: 13.33581 9.70298 9.89962  0.226
P: 13.24241 11.31740 9.99245  0.362
C: 11.54248 11.61631 10.00097  0.913
P: 9.88990 11.50531 10.38134  0.308
N: 9.54299 9.94058 10.57783  0.390
Si: 8.02669 8.92964 11.16885  -0.022
C: 8.38837 8.52316 12.88258  0.008
C: 7.74435 7.54956 9.94934  0.007
C: 6.49039 9.99994 11.10149  0.013
C: 9.46291 12.27931 11.93239  0.058
C: 8.31145 13.04808 12.00456  0.000
C: 7.97479 13.51947 13.25397  0.000
C: 8.78576 13.35368 14.34633  0.014
C: 9.87375 12.52075 14.27100  -0.012
C: 10.23793 12.03036 13.03575  -0.017
C: 9.04883 12.09643 8.93872  0.053
C: 9.36642 13.33062 8.39444  -0.012
C: 8.76691 13.73433 7.15593  0.001
C: 8.06701 12.83539 6.39706  0.009
C: 7.76258 11.53332 6.90944  0.000
C: 8.25831 11.17086 8.17166  0.024
C: 13.97708 11.92311 11.49998  0.056
C: 14.50688 11.11231 12.47475  -0.002
C: 14.89543 11.67911 13.63885  -0.001
C: 14.78404 13.06194 13.91155  0.011
C: 14.17492 13.88686 12.94339  0.009
C: 13.73569 13.27538 11.83018  0.005
C: 14.09878 12.21781 8.65953  0.010
C: 15.40251 12.69446 8.91121  0.004
C: 16.23305 13.03166 7.88520  -0.002
C: 15.82048 13.01564 6.59380  0.007
C: 14.50041 12.57154 6.31948  -0.002
C: 13.66472 12.20000 7.34115  0.026
H: 14.20337 6.33232 8.56289  0.000
H: 15.46913 7.22518 7.84723  -0.001
H: 13.67524 7.70768 7.50110  0.000
H: 15.56292 6.78720 11.01818  0.001
H: 14.70194 7.90756 11.96420  0.000
H: 16.30542 8.42659 11.32416  0.000
H: 16.86039 8.81428 8.70608  0.001
H: 16.56176 10.38843 9.50329  -0.001
H: 15.84402 10.09205 7.94043  -0.001
H: 9.36089 8.08210 12.89500  -0.001
H: 7.68809 7.86063 13.41755  -0.001
H: 8.30969 9.51467 13.40559  0.002
H: 8.54309 6.83896 9.82780  -0.001
H: 7.68042 8.07390 8.97485  0.000
H: 6.80086 6.98392 10.19490  0.000
H: 5.73681 9.31511 11.48837  0.002
H: 6.26898 10.16865 10.03690  -0.001
H: 6.42238 10.90507 11.73631  -0.002
H: 7.60114 13.24792 11.17919  0.001
H: 7.09140 14.13007 13.34901  0.000
H: 8.54163 13.94954 15.29190  0.000
H: 10.50345 12.44539 15.10701  0.000
H: 11.18209 11.45845 12.92359  -0.015
H: 9.87722 14.12459 8.96067  0.007
H: 8.99210 14.70846 6.70067  0.000
H: 7.68372 13.14296 5.45124  0.000
H: 7.09690 10.85796 6.30680  0.000
H: 8.02129 10.22040 8.59122  -0.003
H: 14.62498 10.02333 12.36697  0.001
H: 15.33798 11.11330 14.41096  0.000
H: 15.12660 13.46356 14.83526  0.000
H: 13.95680 14.88939 13.13153  0.000
H: 13.25518 13.95438 11.19104  -0.005
H: 15.80182 12.78746 9.88488  0.003
H: 17.30177 13.25240 8.10276  0.000
H: 16.48099 13.33263 5.78716  0.000
H: 14.13584 12.55623 5.28917  0.000
H: 12.67291 11.91958 7.08192  -0.002
F: 11.80669 7.03335 12.67107  0.002
B: 11.82802 6.30753 11.50443  0.021
F: 10.57117 6.16130 10.99409  -0.003
F: 12.45780 7.12718 10.41785  0.038
F: 12.56642 5.14890 11.63250  0.003

Atoms 1-3, force components in eV/Å:
Pt -0.92 0.74 -0.26
C -0.93 0.21 -0.31
Si 0.41 -0.98 0.58

---

It is found that the E_tot values, taken in the order of the records, are -122236.007; -56721.627; -84867.560 eV.